No. 1
The following is a DFT calculation (ωB97M-V with the def2-TZVPD basis set) of a molecular structure, C47H57Cl2N4O3SSeTi in a non-equilibrium geometry.

Structure (XYZ):
```
116
Properties=species:S:1:pos:R:3:mulliken_spin:R:1
Ti 0.45534 -0.20824 0.48761 0.695
C 1.00968 -7.61317 -0.63207 0.000
C 2.23145 -7.01720 0.07190 0.001
C 3.48037 -7.42519 -0.72044 0.000
C 2.30141 -7.61948 1.48333 0.000
C 2.13325 -5.50279 0.19180 0.000
C 1.09210 -4.76784 -0.35587 -0.001
C 0.95944 -3.42406 -0.06188 0.007
Se -0.47636 -2.40301 -0.87434 -0.007
C -1.78085 -2.66682 0.53799 -0.008
C -2.58761 -3.79091 0.54711 0.000
C -3.47052 -4.00687 1.59075 0.000
C -3.51911 -3.04470 2.60049 -0.001
C -2.72408 -1.91557 2.62281 -0.007
C -1.79920 -1.69893 1.56248 0.012
O -0.99434 -0.67437 1.50947 0.016
C -2.75003 -0.93919 3.78992 -0.001
C -3.14763 0.46183 3.30697 0.005
C -1.34517 -0.92095 4.41230 0.002
C -3.74679 -1.33813 4.88420 0.000
C -4.29600 -5.27799 1.71578 0.000
C -4.12244 -6.20589 0.50968 0.000
C -3.81714 -6.03916 2.96042 0.000
C -5.78784 -4.95076 1.85407 0.000
C 1.83353 -2.72696 0.80179 -0.018
O 1.51556 -1.55216 1.26442 -0.017
C 3.02620 -3.42473 1.14795 0.004
C 3.10426 -4.78429 0.88552 0.000
C 4.24855 -2.73377 1.74865 0.004
C 4.13796 -1.21097 1.67952 0.007
C 4.43253 -3.14330 3.21469 0.000
C 5.49083 -3.12929 0.93172 0.000
H 1.07207 -8.70032 -0.62057 0.000
H 0.96537 -7.28853 -1.66819 0.000
H 0.09264 -7.31952 -0.12807 0.000
H 3.54002 -8.51133 -0.78087 0.000
H 4.38960 -7.05872 -0.25151 0.000
H 3.43380 -7.02539 -1.73078 0.000
H 2.31281 -8.70750 1.43111 0.000
H 1.43608 -7.30985 2.06527 0.000
H 3.19603 -7.29604 2.00799 0.000
H 0.35333 -5.20289 -1.01183 -0.001
H -2.48575 -4.48163 -0.27577 0.000
H -4.21185 -3.20432 3.41132 0.000
H -2.57099 0.76992 2.43867 0.000
H -2.99507 1.19223 4.10218 0.000
H -4.20000 0.47915 3.02661 0.000
H -0.59072 -0.70043 3.65888 0.005
H -1.11880 -1.89429 4.84478 0.000
H -1.28333 -0.17176 5.19946 0.000
H -4.76887 -1.34259 4.50784 0.000
H -3.68956 -0.61292 5.69387 0.000
H -3.51126 -2.31891 5.29052 0.000
H -3.08497 -6.51597 0.40923 0.000
H -4.43833 -5.71791 -0.40970 0.000
H -4.72937 -7.10007 0.64850 0.000
H -2.76090 -6.28095 2.85985 0.000
H -4.37907 -6.96511 3.07499 0.000
H -3.94465 -5.44277 3.85973 0.000
H -6.13951 -4.41227 0.97700 0.000
H -5.98153 -4.33910 2.73044 0.000
H -6.36257 -5.87131 1.94860 0.000
H 3.97571 -5.31479 1.24367 0.000
H 3.36232 -0.84958 2.35186 -0.002
H 3.89143 -0.90198 0.66424 -0.002
H 5.08272 -0.74993 1.96481 -0.002
H 3.55826 -2.84777 3.79047 0.000
H 5.30699 -2.64689 3.63356 0.000
H 4.56474 -4.21881 3.30988 0.000
H 5.31993 -2.92895 -0.12366 0.000
H 5.73660 -4.18164 1.04070 0.000
H 6.35195 -2.55049 1.26059 0.000
Cl 2.46426 -1.60602 -3.27465 0.005
C 2.31299 0.11663 -3.14644 0.011
C 2.70079 0.93187 -4.19577 0.071
C 2.57376 2.30359 -4.06457 0.027
Cl 3.09280 3.31028 -5.38771 0.010
C 2.02486 2.89401 -2.91341 -0.092
C 1.86082 4.27756 -2.71646 0.427
C 1.28173 4.72556 -1.54014 -0.057
C 0.85217 3.80262 -0.60029 0.136
N 0.99462 2.49117 -0.74452 0.165
C 1.59859 2.03619 -1.85933 0.005
C 1.78723 0.62105 -1.94896 0.134
O 1.48057 -0.15690 -0.94774 0.006
H 3.09627 0.49613 -5.09888 0.013
H 2.17701 4.96605 -3.48289 0.038
H 1.15362 5.78074 -1.35408 0.004
H 0.34822 4.11830 0.30406 0.072
C 2.47634 2.71279 3.61699 0.131
C 3.13637 2.27530 2.46253 -0.046
C 2.46398 1.53107 1.52819 0.128
N 1.15669 1.16517 1.65290 -0.028
C 0.49199 1.70554 2.71181 0.146
C 1.10623 2.44240 3.69463 -0.068
H 2.99448 3.24283 4.39925 0.015
H 4.17317 2.52578 2.29508 -0.003
H 2.95447 1.21398 0.61552 0.026
H -0.57760 1.53847 2.73236 0.006
H 0.52249 2.83048 4.51785 -0.004
N -1.18308 0.84129 -0.64753 0.010
H -2.11478 0.45203 -0.49686 0.003
H -1.04204 0.96541 -1.64983 0.004
H -1.18009 1.77470 -0.22461 0.000
S -2.78313 3.24799 0.77729 -0.002
C -2.82466 4.61967 1.73708 0.012
N -4.00781 5.34162 1.73227 -0.008
C -4.19451 6.46516 2.49848 0.002
C -3.18216 6.92521 3.28268 0.000
C -1.95762 6.23425 3.31613 0.003
C -1.79160 5.09109 2.54115 -0.004
H -4.74816 4.97252 1.15268 0.000
H -5.16683 6.92855 2.44242 0.000
H -3.32780 7.81632 3.87262 0.000
H -1.15959 6.58457 3.95068 0.000
H -0.86272 4.54393 2.55963 0.008
```

The calculation puts the HOMO-LUMO gap (alpha / beta) at 2.65 / 5.38 eV. For the highest occupied orbital energy (alpha / beta), the calculation gives -1.2581 / -3.9917 eV. The relative energy (zero: lowest compared OMol25 entry of this formula, charge and spin) is 57.9 kcal/mol. Its net charge is -1. The value obtained for the max |F| is 3.34 eV/A. The multiplicity is 3. As for the electronic energy: -6839.580200 hartree.


No. 2
The following is a DFT calculation (ωB97M-V with the def2-TZVPD basis set) of a molecular structure, C2H3FLiOPb in a non-equilibrium geometry.

Structure (XYZ):
```
9
Properties=species:S:1:pos:R:3:mulliken_spin:R:1
O 1.09808 0.56925 0.08338 0.076
C 0.30409 -0.53573 0.11219 0.720
C -1.09744 -0.34447 -0.25429 0.043
Li -0.10465 2.00505 0.52539 0.005
H 0.62045 -1.37055 0.74709 0.012
F -1.62209 0.79535 0.46929 0.063
H -1.47516 -0.18798 -1.27087 0.030
Pb 3.08664 0.64475 0.00072 0.031
H -0.80991 -1.57567 -0.41290 0.021
```

The calculation puts the HOMO-LUMO gap (alpha / beta) at 6.59 / 7.50 eV. For the highest occupied orbital energy (alpha / beta), the calculation gives -17.6161 / -18.5185 eV. Its net charge is +2. The value obtained for the max |F| is 4.47 eV/A. The multiplicity is 2. As for the electronic energy: -452.699016 hartree.


No. 3
The following is a DFT calculation (ωB97M-V with the def2-TZVPD basis set) of 6 unconnected molecules or ions with the total composition C7H26O6 in a non-equilibrium geometry.

Structure (XYZ):
```
39
Properties=species:S:1:pos:R:3:nbo_charge:R:1
C 19.28600 11.51700 9.54800 -0.636
C 20.54300 10.69000 9.57000 -0.055
O 20.50600 9.63300 8.61000 -0.740
H 19.07100 11.91500 8.58100 0.212
H 19.20100 12.33100 10.23000 0.217
H 18.46200 10.99100 9.88800 0.207
H 20.64800 10.27900 10.61000 0.142
H 21.53300 11.27300 9.46800 0.168
H 21.30800 9.08100 8.73900 0.479
C 22.21300 8.17000 12.14900 -0.256
O 21.95700 7.35100 11.03400 -0.743
H 23.25800 8.49500 12.09800 0.205
H 21.91200 7.54000 12.95800 0.166
H 21.40200 8.89900 12.25400 0.167
H 21.07000 7.05700 11.15000 0.468
C 19.55600 7.13200 7.10800 -0.245
O 19.33600 5.88100 6.49700 -0.719
H 18.81100 7.82700 7.21000 0.173
H 20.26200 7.61200 6.44700 0.195
H 20.03100 7.00700 8.09700 0.137
H 18.73400 5.32200 7.03600 0.459
C 22.91800 5.14400 7.82900 -0.255
O 23.54600 5.64800 6.63800 -0.754
H 22.48000 5.88900 8.47900 0.186
H 23.65500 4.50100 8.32700 0.172
H 22.02100 4.52200 7.56900 0.176
H 24.18300 4.98600 6.30900 0.482
C 22.78900 8.68100 4.40600 -0.247
O 22.23400 7.36300 4.54600 -0.733
H 22.56900 9.13800 3.52300 0.180
H 23.86900 8.70800 4.65000 0.155
H 22.44900 9.35800 5.21900 0.152
H 22.67500 6.98700 5.32700 0.488
C 23.47400 8.89000 7.69100 -0.264
O 23.54900 9.13900 9.05500 -0.725
H 22.56800 8.28600 7.35200 0.155
H 24.25100 8.25000 7.37500 0.172
H 23.54700 9.87200 7.17100 0.186
H 23.17600 8.36400 9.43100 0.474
```

The calculation puts the HOMO-LUMO gap at 10.06 eV. For the highest occupied orbital energy, the calculation gives -9.6127 eV. The relative energy (zero: lowest compared OMol25 entry of this formula, charge and spin) is 66.6 kcal/mol. Its net charge is 0. The value obtained for the max |F| is 4.38 eV/A. The SMILES is CCO.CO.CO.CO.CO.CO. As for the electronic energy: -733.581322 hartree.